# 1
# C19H22N2O4S

A single C19H22N2O4S molecule (ωB97M-V with the def2-TZVPD basis set, the OMol25 dataset).

Element x y z (Å)
C -2.0675 -3.2035 -1.9542
C -2.8525 -2.5125 -0.8804
C -3.1207 -1.1566 -0.9648
C -3.8332 -0.5084 0.0395
C -4.2982 -1.2347 1.1307
C -4.0433 -2.5920 1.2085
C -3.3177 -3.2278 0.2188
H -3.1155 -4.2863 0.2922
H -4.4092 -3.1546 2.0548
H -4.8600 -0.7365 1.9075
N -4.0672 0.8591 -0.0677
S -2.8702 1.8861 -0.6649
O -2.7698 1.7303 -2.0840
O -3.2136 3.1726 -0.1375
C -1.3941 1.2482 0.1079
C -0.4075 0.6672 -0.6595
C 0.7047 0.1121 -0.0529
C 0.8243 0.1438 1.3352
C -0.1834 0.7437 2.0989
C -1.2874 1.2940 1.4864
H -2.0624 1.7750 2.0620
H -0.0658 0.7660 3.1702
O 1.8378 -0.4089 2.0443
C 2.9868 -0.8502 1.3684
H 3.6307 -1.2659 2.1490
C 3.7148 0.3105 0.6710
O 3.3218 1.4557 0.7469
N 4.8112 -0.0408 -0.0217
C 5.3563 -1.3723 -0.1963
C 6.6895 -1.1349 -0.9073
H 7.4756 -0.9551 -0.1737
C 6.4274 0.1375 -1.7110
C 5.5767 0.9606 -0.7517
H 6.1982 1.5304 -0.0524
H 4.8951 1.6554 -1.2448
H 5.8610 -0.0971 -2.6127
H 7.3424 0.6506 -1.9960
H 6.9789 -1.9789 -1.5294
H 4.6873 -1.9795 -0.8195
H 5.4850 -1.8783 0.7638
H 2.7505 -1.6446 0.6469
H 1.4728 -0.3259 -0.6699
H -0.5180 0.6627 -1.7320
H -4.5636 1.2778 0.7035
H -2.7951 -0.5817 -1.8162
H -1.8566 -2.5243 -2.7754
H -2.6195 -4.0594 -2.3394
H -1.1231 -3.5706 -1.5527

Forces on the atoms, in the same order (eV/Å):
C -0.0130 0.0015 0.0375
C -0.0244 0.0179 0.1078
C -0.1114 -0.1650 0.0581
C 0.1074 -0.7987 -0.1026
C -0.0217 0.2524 -0.0886
C 0.0042 -0.0427 -0.0081
C -0.0041 -0.0042 -0.0171
H 0.0177 -0.1203 0.0071
H -0.0316 -0.0345 0.0703
H -0.0480 0.0615 0.1107
N 0.2817 0.8638 -0.2507
S -0.1830 -0.0335 0.3934
O 0.1769 -0.3053 0.0928
O 0.0151 -0.0609 0.2745
C -0.4844 0.3197 -0.5011
C -0.0185 0.0310 -0.0544
C 0.1744 -0.0996 0.1878
C -0.4574 0.1168 -0.1632
C 0.1329 -0.0912 -0.0643
C 0.1128 0.0052 0.1327
H -0.0676 0.0255 0.1699
H 0.0000 0.0201 0.1259
O 0.0502 0.0612 0.0511
C -0.0232 0.1551 -0.0557
H -0.0419 -0.0209 -0.1716
C -0.0965 -0.2774 0.1856
O -0.0803 0.1951 0.1239
N 0.2331 0.1555 -0.2081
C -0.0649 -0.5350 0.0557
C -0.1005 0.0046 -0.0486
H 0.0355 -0.0236 0.0273
C -0.0168 -0.0158 0.1808
C -0.0068 0.4088 -0.1184
H -0.0355 0.0458 -0.0836
H 0.1027 -0.0046 0.0561
H -0.0126 0.0142 -0.0478
H 0.0049 0.0303 -0.0623
H 0.0368 -0.0532 0.0498
H 0.0766 -0.0433 0.0573
H -0.0033 -0.0456 -0.0676
H 0.0477 0.0470 0.0860
H 0.0853 -0.0326 -0.0524
H 0.0429 -0.0612 -0.1333
H 0.0220 0.1848 0.0446
H 0.0427 -0.0609 -0.1704
H 0.0511 0.0030 -0.1047
H 0.0124 -0.0573 -0.0749
H 0.0803 -0.0338 -0.0371

The strongest force on any atom comes out at 0.01833 hartree/bohr. The HOMO-LUMO gap comes out at 8.865 eV. As for the HOMO energy: -8.5 eV. The calculation puts the molar mass at 374.46 g/mol. The total energy is -1545.8776 a.u. The lowest unoccupied orbital energy comes out at 0.3833 eV. The value obtained for the relative energy (zero: lowest compared OMol25 entry of this formula, charge and spin) is 36.58 kcal per mole.

# 2
# C19H22N2O6S

A single C19H22N2O6S molecule in a non-equilibrium geometry (ωB97M-V with the def2-TZVPD basis set, the OMol25 dataset).

Element x y z (Å)
C 1.0099 3.3547 -1.1652
C 1.7053 3.6013 0.1705
H 2.7860 3.7177 0.0321
H 1.3155 4.5187 0.6223
O 1.4335 2.5949 1.1286
C 2.1971 1.4704 1.1697
C 3.1652 1.1189 0.2359
C 3.8619 -0.0709 0.3908
C 3.6480 -0.9008 1.4760
C 2.6782 -0.5473 2.4030
C 1.9497 0.6130 2.2463
H 1.1818 0.8891 2.9513
H 2.4834 -1.1936 3.2447
H 4.2119 -1.8135 1.5810
S 4.9574 -0.5795 -0.9304
C 3.8317 -1.8148 -1.7361
C 2.4494 -1.3263 -1.5925
N 1.9846 -0.3386 -2.3088
O 0.7722 -0.0015 -1.8203
C 0.4767 -0.7859 -0.7663
C 1.5028 -1.6889 -0.5737
C 1.6564 -2.8358 0.3703
O 2.5508 -3.6321 0.2279
O 0.7730 -2.9506 1.3389
H 0.0421 -2.2698 1.3234
C -0.7580 -0.4911 -0.0137
O -1.0603 -1.1170 0.9990
N -1.4543 0.5513 -0.4814
H -1.1825 0.9466 -1.3698
C -2.7626 0.8664 0.0295
H -2.8968 1.9491 0.0570
H -2.8150 0.4598 1.0409
C -3.8560 0.2164 -0.8554
H -3.8825 0.7238 -1.8256
C -5.2111 0.2010 -0.1415
H -6.0096 0.1436 -0.8807
H -5.3627 1.0842 0.4745
C -5.1380 -1.0940 0.6762
H -4.8427 -0.8909 1.7045
C -4.0552 -1.9227 -0.0412
H -4.4468 -2.8424 -0.4808
O -3.5576 -1.1327 -1.1136
H -3.2338 -2.1784 0.6383
H -6.0934 -1.6131 0.6931
H 3.9595 -2.7777 -1.2464
H 4.1478 -1.8420 -2.7759
H 3.3793 1.7272 -0.6283
H 1.2150 4.1830 -1.8377
H 1.3575 2.4358 -1.6291
H -0.0644 3.2847 -1.0111

Forces on the atoms, in the same order (eV/Å):
C 0.2112 -0.0777 0.3717
C -0.0454 0.2667 -0.3297
H -0.0784 0.0055 0.0680
H 0.1410 -0.0971 -0.0679
O -0.0637 -0.1838 0.1721
C 0.0220 -0.1930 0.1243
C -0.1408 0.3235 0.0358
C 0.4952 -0.1686 -0.1760
C 0.1344 0.1181 0.0774
C 0.0037 0.0621 0.0290
C -0.0547 0.1630 -0.1014
H -0.0937 0.0468 0.1078
H -0.0459 -0.0586 0.0929
H 0.0351 -0.0981 -0.0126
S -0.1008 -0.0496 0.1506
C 0.6098 0.1784 0.1007
C -0.9886 0.0220 0.1713
N 1.0197 -0.2035 -0.6050
O -0.8018 -0.1201 0.6126
C 1.1523 -0.8164 0.0441
C -0.7094 0.5853 -0.3660
C -0.1462 0.0896 -0.1496
O 0.0014 -0.0252 0.0609
O -0.2769 -0.1387 0.3444
H 0.2891 -0.0061 -0.2275
C 0.0003 0.4201 -0.1973
O -0.0178 -0.1758 0.1015
N 0.0576 0.1086 -0.1292
H 0.1044 -0.0710 0.0876
C -0.4198 -0.3019 -0.1378
H -0.0138 -0.0397 0.0761
H -0.0378 0.1503 -0.0200
C 0.0052 0.4274 0.1976
H -0.0208 -0.0115 0.0876
C 0.1777 -0.0473 -0.2343
H -0.0025 0.0659 0.0104
H -0.0704 0.0783 0.0265
C 0.1078 -0.0414 -0.0498
H -0.0319 -0.0257 0.0323
C -0.0419 -0.4180 0.2947
H 0.0252 0.0534 0.0657
O 0.0826 0.0373 -0.1989
H -0.1379 0.0081 -0.0956
H -0.0204 0.0138 0.0632
H -0.1011 0.1073 -0.2035
H -0.0583 -0.0629 -0.0360
H -0.0609 0.0467 -0.0882
H -0.0016 0.0995 -0.1041
H 0.0284 -0.0566 -0.0729
H -0.1208 0.0106 -0.0036

The strongest force on any atom comes out at 0.02748 hartree/bohr. The HOMO-LUMO gap comes out at 8.430 eV. As for the HOMO energy: -8.7 eV. The calculation puts the molar mass at 406.46 g/mol. The total energy is -1696.3506 a.u. The lowest unoccupied orbital energy comes out at -0.2371 eV. The value obtained for the relative energy (zero: lowest compared OMol25 entry of this formula, charge and spin) is 25.86 kcal per mole.

# 3
# C19H22N4O4

A single C19H22N4O4 molecule in a non-equilibrium geometry (ωB97M-V with the def2-TZVPD basis set, the OMol25 dataset).

Element x y z (Å)
C 1.8968 3.5100 -0.1761
C 1.7100 2.1930 -0.9076
H 2.4748 2.0521 -1.6791
H 0.7243 2.1432 -1.3849
O 1.8091 1.1351 0.0439
C 1.8622 -0.1326 -0.5134
N 0.8535 -0.3596 -1.5174
C 0.2633 -1.4747 -1.3336
N -0.5673 -2.0489 -2.2142
H -0.8330 -1.4873 -3.0062
H -1.2334 -2.7188 -1.8651
C 0.5761 -2.1491 -0.0191
C 0.6133 -3.5559 0.0753
N 0.6081 -4.7003 0.1291
C 0.1473 -1.2747 1.1405
C -0.9036 -0.2336 0.9750
C -0.6970 1.0637 1.4209
C -1.6984 2.0022 1.2824
C -2.9043 1.6594 0.6964
C -3.1397 0.3617 0.2612
C -2.1367 -0.6084 0.4345
O -2.2721 -1.9280 0.0688
C -3.5012 -2.5805 0.3262
H -3.9051 -2.2952 1.3000
H -3.2684 -3.6457 0.3306
H -4.2414 -2.3660 -0.4472
O -4.2983 -0.0411 -0.3455
C -5.3428 0.8907 -0.4897
H -6.1556 0.3441 -0.9658
H -5.0491 1.7288 -1.1291
H -5.6816 1.2697 0.4794
H -3.6628 2.4160 0.5774
H -1.5463 3.0136 1.6261
H 0.2501 1.3239 1.8633
C 1.5659 -1.1756 0.6143
C 2.5544 -1.5858 1.5381
N 3.2781 -1.9089 2.3668
H 0.0834 -1.7980 2.0943
O 3.0531 -0.3767 -1.2140
C 4.3153 -0.4301 -0.5602
C 4.7229 0.8182 0.2111
H 5.7333 0.6783 0.5870
H 4.0565 0.9885 1.0524
H 4.7038 1.6900 -0.4381
H 5.0025 -0.5963 -1.3947
H 4.3570 -1.3058 0.0977
H 1.1236 3.6286 0.5777
H 1.8335 4.3314 -0.8844
H 2.8661 3.5353 0.3147

Forces on the atoms, in the same order (eV/Å):
C 0.0040 -0.4828 -0.1045
C -0.0764 0.2631 -0.2298
H -0.1005 0.0527 0.0359
H 0.1647 0.0335 0.0251
O 0.1277 -0.1478 0.1135
C -0.0557 -0.4273 -0.1672
N -0.2873 0.1404 -0.1413
C 0.6251 0.2940 0.2139
N -0.1894 -0.2973 -0.2131
H -0.0060 -0.0450 -0.0115
H 0.0006 0.1293 -0.0679
C 0.0366 1.0531 -0.0110
C 0.0373 -0.5731 0.1273
N -0.0147 -0.3549 0.0239
C -0.1269 -0.1107 0.1016
C -0.2983 -0.0568 -0.0936
C -0.1157 0.0170 0.0258
C 0.1059 -0.0214 0.0742
C -0.1943 -0.0847 -0.1047
C -0.0403 -0.0887 -0.0393
C 0.0448 0.0023 0.1127
O 0.1302 0.5093 -0.0049
C -0.3811 -0.3641 0.0162
H 0.0142 0.0104 -0.0138
H -0.0480 0.0444 0.0461
H 0.0940 -0.0453 0.1242
O 0.4663 -0.1944 0.0774
C -0.1838 0.1534 -0.0399
H 0.0238 0.0912 0.0321
H -0.0089 -0.0200 0.0406
H 0.0273 -0.0002 -0.0361
H -0.1038 0.0368 -0.0282
H 0.0173 0.1007 0.0344
H 0.0585 0.0289 0.0135
C -0.6215 0.4702 -0.7185
C 0.3331 -0.2988 0.5087
N 0.2159 -0.0796 0.1652
H 0.1503 -0.0608 -0.1858
O -0.2658 0.0690 0.0976
C 0.3486 -0.0506 0.1558
C -0.2304 -0.2650 -0.1079
H 0.1206 0.0083 0.0312
H 0.0655 0.0677 0.0681
H 0.0091 0.1323 -0.0345
H 0.0002 -0.0308 0.1887
H 0.1253 0.1309 -0.2120
H -0.0937 0.0847 0.0985
H -0.0137 0.1153 -0.0398
H 0.1090 0.0612 0.0530

The strongest force on any atom comes out at 0.02061 hartree/bohr. The HOMO-LUMO gap comes out at 9.241 eV. As for the HOMO energy: -8.7 eV. The calculation puts the molar mass at 370.41 g/mol. The total energy is -1257.1206 a.u. The lowest unoccupied orbital energy comes out at 0.5055 eV. The value obtained for the relative energy (zero: lowest compared OMol25 entry of this formula, charge and spin) is 110.83 kcal per mole.

# 4
# C19H22N4O6V

A molecular structure, C19H22N4O6V in a non-equilibrium geometry (ωB97M-V with the def2-TZVPD basis set, the OMol25 dataset).

Element x y z (Å)
V 0.1535 -2.0681 -1.1893
O 1.3254 -2.5469 -2.7145
C 1.7244 -3.9597 -2.8798
C 1.8220 -4.5170 -1.4963
N 0.5898 -4.1381 -0.6700
C 0.9446 -4.1038 0.8095
C 1.6200 -2.7884 1.1702
O 2.4971 -2.6208 2.0071
O 1.0096 -1.7997 0.4570
C -0.6644 -4.8572 -1.0415
C -1.8977 -3.9131 -1.2675
O -2.9865 -4.3385 -1.5598
O -1.5881 -2.6090 -1.1227
H 1.4667 -2.1172 -3.5598
H 2.6509 -4.0205 -3.4004
H 0.9685 -4.4742 -3.4745
H 2.6962 -4.0919 -1.0203
H 1.9022 -5.6282 -1.5049
H 1.5858 -4.9123 0.9098
H 0.0173 -4.3406 1.4031
H -0.9173 -5.4854 -0.1786
H -0.4513 -5.4446 -1.9043
C 1.8244 3.2566 4.1268
C 0.7037 3.5479 3.1802
C 0.9088 4.5183 2.1707
C -0.1375 4.8275 1.3163
C -1.2765 4.0106 1.3279
N -2.3967 4.3197 0.4663
C -3.2399 3.4692 -0.1652
O -4.4196 3.7550 -0.3380
N -2.6989 2.2003 -0.5167
C -1.4001 1.7626 -1.0778
C -0.4350 2.6461 -1.5682
C 0.7117 2.0405 -2.1013
C 0.8978 0.6759 -2.0674
N -0.1016 -0.2188 -1.6760
C -1.2193 0.3690 -1.1842
C -1.4665 2.9810 2.3125
C -0.4805 2.7857 3.2468
H 1.8370 4.0237 4.9706
H 2.8064 3.3616 3.6512
H 1.8244 2.1981 4.4758
H 1.8199 5.0898 2.2781
H -0.1026 5.6495 0.6086
H -2.8311 5.2029 0.6062
H -3.4086 1.5875 -0.8732
H -0.5470 3.7507 -1.4176
H 1.4994 2.6689 -2.5217
H 1.8282 0.1739 -2.3425
H -2.0502 -0.2914 -0.9697
H -2.3819 2.3639 2.2442
H -0.5367 2.0491 4.0649

Forces on the atoms, in the same order (eV/Å):
V 1.1330 -1.8055 1.8715
O 0.6518 -0.9077 -0.7257
C -1.1685 -0.1072 0.3214
C -1.2518 -0.7701 1.0218
N 0.5301 1.1424 -0.4337
C -1.6179 -0.2973 -1.0529
C 0.1328 1.2021 1.0181
O -1.9602 -0.5406 -2.0562
O 0.9057 -0.1906 0.1378
C 0.0878 0.6677 1.6145
C -0.2241 -0.4417 -0.3372
O 1.3113 0.4637 0.4292
O -0.7245 -0.7011 -0.3468
H -0.1492 0.5037 -0.2028
H 0.8122 0.1312 -0.3159
H -0.1308 0.2001 -0.0274
H 0.1309 0.0222 0.3528
H 0.1889 0.6861 -0.1441
H 1.4127 -1.5222 0.8920
H 0.9337 0.7097 -0.4483
H -0.1869 -0.2962 -0.5254
H -0.2850 -0.6103 -0.6371
C 0.7335 0.3004 1.0750
C 0.2325 -0.1918 -0.9351
C -0.8640 -0.5220 1.7716
C -0.5748 -0.7584 -0.4622
C -0.7296 -0.6628 0.9325
N 1.3645 -0.0776 -0.0674
C -0.7335 -0.2351 0.1346
O 1.3548 -0.8270 -0.3290
N 1.5687 -0.8684 -1.0356
C -1.8985 1.2198 0.7582
C 0.0159 -0.2748 0.7300
C 0.3791 0.5470 0.1020
C -0.9872 -1.6378 0.0476
N 0.0233 4.8823 -0.0680
C 0.0099 0.3408 -0.7163
C -0.2631 0.7707 -1.5326
C 1.0040 0.0885 0.4007
H -0.1237 -1.2880 -0.7290
H -0.2285 0.1597 -0.1511
H -0.3076 0.9329 0.1833
H 0.0216 0.1648 -0.5314
H 0.1470 -0.0582 0.0199
H -0.2992 0.6647 0.2134
H -0.5754 0.0144 0.1405
H 0.0989 -1.2420 -0.5151
H -0.1470 -0.2679 0.2573
H -0.1830 0.5136 -0.0942
H 0.0726 -0.0579 0.3221
H 0.6150 0.5153 0.2925
H -0.2583 0.3162 -0.6194

The strongest force on any atom comes out at 0.09496 hartree/bohr. Its spin multiplicity is 3. The HOMO-LUMO gap (alpha / beta) comes out at 7.194 / 7.080 eV. As for the HOMO energy (alpha / beta): -10.9 / -10.9 eV. The calculation puts the molar mass at 453.35 g/mol. The total energy is -2351.5656 a.u. The lowest unoccupied orbital energy (alpha / beta) comes out at -3.7031 / -3.8176 eV. As for the net charge: +1.

# 5
# C19H22N6

A single C19H22N6 molecule in a non-equilibrium geometry (ωB97M-V with the def2-TZVPD basis set, the OMol25 dataset).

Element x y z (Å)
N 1.4474 2.3749 -0.5351
N 0.1662 -3.4106 -3.2625
N -0.7793 -2.3673 -0.7871
C 0.2257 1.9415 -0.7363
C 1.2990 3.4506 0.3347
C -0.0099 3.5913 0.7148
C -0.8245 -4.0251 -2.5759
C 0.6353 -2.2653 -2.7406
C -1.2539 -3.5209 -1.2996
C 0.1558 -1.7438 -1.5186
C 4.6637 5.5911 1.8027
C 3.3975 6.1053 2.0995
C 4.8362 4.4598 1.0296
C 2.2395 5.4365 1.6263
C 3.7258 3.7758 0.5638
C 2.4259 4.2410 0.8619
N -0.7213 2.6129 -0.0034
N -2.7331 -5.4569 -0.7394
N -2.1485 -4.1963 -0.4302
C -2.1664 2.3048 0.1863
C 0.0259 0.7428 -1.6052
C 0.7151 -0.4915 -0.9108
C -3.0218 -6.0595 0.5540
C -2.2515 -3.8372 1.0070
C -3.1640 -4.8861 1.5572
H -0.3475 4.3323 1.4594
H -1.2482 -4.9441 -2.9541
H 1.4529 -1.7414 -3.2262
H 5.5562 6.1074 2.1161
H 3.3487 6.9943 2.7307
H 5.8473 4.1355 0.7169
H 1.2255 5.7908 1.8550
H 3.9322 2.8476 -0.0222
H -3.5565 -5.3920 -1.3291
H -2.5963 2.8717 1.0396
H -2.3260 1.2284 0.3205
H -2.7920 2.5683 -0.6518
H 0.4751 0.9956 -2.5788
H -1.0391 0.5525 -1.7649
H 0.5594 -0.5098 0.1840
H 1.8099 -0.4618 -1.0315
H -2.1797 -6.6605 0.8387
H -3.9578 -6.6492 0.4813
H -1.2559 -3.9047 1.4215
H -2.6780 -2.8189 1.1270
H -4.2230 -4.5275 1.5293
H -2.8920 -5.1820 2.5455

Forces on the atoms, in the same order (eV/Å):
N -0.5691 1.2405 0.3635
N -1.1961 0.0758 0.9511
N 0.1969 -0.6317 -0.9760
C 0.1546 -0.2487 0.1255
C -0.3465 -0.2148 0.5183
C 0.3978 -0.0020 -0.2792
C 0.6491 0.9725 0.7011
C -0.4267 -0.0848 0.9033
C -0.5756 -0.9230 0.8263
C 0.2306 -0.8042 0.0452
C -0.0315 0.4677 -0.0688
C -0.5413 -0.7767 -0.1684
C 0.2045 -0.1420 -0.4530
C 1.2570 -0.6983 -0.2370
C 0.1188 -0.4399 -0.1143
C 0.4485 0.1999 -0.1044
N -0.4273 0.5838 0.8098
N 0.7370 -0.0022 -0.2403
N 0.4394 1.1543 -1.2689
C 0.3606 -0.0448 0.2750
C 0.0725 0.0981 0.6826
C -0.0147 0.2868 -0.5503
C -0.8403 0.3635 0.0684
C -0.1981 0.6884 -1.1911
C -1.5300 -0.3561 -0.9886
H -0.5114 -0.8983 -0.7661
H 0.1200 -0.0132 -0.1124
H -0.1036 -0.2210 -0.2165
H 0.0213 0.2520 0.2704
H -0.2520 -0.2120 -0.2856
H -0.6970 0.1654 0.4413
H 0.6006 -0.0521 -0.1406
H -0.7791 0.9346 0.4668
H -0.1083 0.5826 0.2992
H 0.7228 -0.4805 -0.3624
H 0.2609 0.2311 0.2927
H 0.1735 0.3326 -0.6276
H -0.0995 -0.4519 0.2982
H 0.0998 -0.1409 0.0315
H -0.3046 0.1435 -0.6098
H -0.4057 0.2320 -0.2123
H 0.3200 -0.6045 0.2004
H 0.7389 0.0943 0.1111
H 0.2931 0.3025 0.3407
H 0.5448 -0.5464 -0.0167
H 0.7918 -0.2540 0.2258
H 0.0033 -0.1578 0.7420

The strongest force on any atom comes out at 0.03610 hartree/bohr. The HOMO-LUMO gap comes out at 8.267 eV. As for the HOMO energy: -7.7 eV. The calculation puts the molar mass at 334.43 g/mol. The total energy is -1065.7064 a.u. The lowest unoccupied orbital energy comes out at 0.6098 eV. The value obtained for the relative energy (zero: lowest compared OMol25 entry of this formula, charge and spin) is 77.38 kcal per mole.